DFT (ωB97M-V/def2-TZVPD) results for C10H22ClEuO4P2 as an isolated structure in a non-equilibrium geometry.

Calculated values
- HOMO-LUMO gap (alpha / beta): 4.9 / 6.8 eV
- E: -69328.5411 eV
- M: 455.65 g mol⁻¹
- HOMO energy (alpha / beta): -15.13 / -15.18 eV
- Relative energy (zero: lowest compared OMol25 entry of this formula, charge and spin): 0.307 eV
- Spin multiplicity: 7
- Net charge: +2
- Maximum force: 6.06 eV/Å

The geometry in XYZ format:
```
40
Properties=species:S:1:pos:R:3:forces:R:3:mulliken_spin:R:1
C 0.288 0.092 -3.736 -1.21 0.13 -0.61 -0.001
C 1.177 0.439 -2.699 5.12 0.10 3.24 0.000
H 0.854 -0.132 -4.667 -0.06 0.15 0.55 0.000
H -0.404 0.947 -3.890 0.25 -0.32 -0.02 0.000
H -0.339 -0.766 -3.404 0.38 0.39 -0.06 0.000
O 2.074 0.589 -1.974 -4.67 -0.42 -3.24 0.000
Cl -1.948 0.332 -1.321 -0.49 -0.81 0.79 -0.026
Eu -1.671 -0.330 1.338 0.99 0.99 0.09 6.179
P -0.157 2.388 0.098 0.07 1.36 0.64 -0.013
C 1.303 3.351 0.636 0.11 -0.34 0.17 -0.002
C -0.497 3.352 -1.430 -0.28 -0.68 -0.31 -0.001
H -0.645 4.411 -1.178 0.11 -0.33 -0.07 0.000
H -1.435 4.239 1.008 -0.18 -0.28 0.19 0.000
H -1.392 2.947 -1.914 0.14 0.29 -0.01 0.000
H -2.429 2.745 0.956 0.11 0.29 0.07 -0.001
H 2.142 3.103 -0.029 -0.07 0.17 0.28 0.000
H 0.355 3.260 -2.114 -0.10 0.15 0.02 0.000
C -1.433 3.156 1.190 0.00 -0.39 0.06 0.000
H 1.086 4.427 0.575 0.14 -0.32 0.08 0.000
H -1.194 2.960 2.246 -0.11 0.14 -0.21 0.000
H 1.558 3.071 1.666 0.14 0.21 -0.21 0.000
P 0.043 -2.472 -0.130 0.02 -1.07 0.03 -0.013
C 1.528 -3.320 0.520 0.15 0.25 0.19 -0.001
C -1.260 -3.288 0.911 -0.01 0.30 0.04 0.001
H -1.078 -3.086 -2.191 0.16 -0.22 0.01 0.000
H -0.237 -4.501 -1.466 0.05 0.35 -0.07 -0.001
H 0.695 -3.243 -2.341 -0.18 -0.12 0.16 0.000
C -0.166 -3.424 -1.682 -0.32 0.44 -0.30 -0.001
H -2.280 -2.934 0.660 0.13 -0.30 -0.04 -0.002
H -1.216 -4.367 0.704 -0.28 0.25 0.30 0.000
H 1.431 -4.410 0.404 0.02 0.36 0.08 0.000
H 1.670 -3.067 1.579 0.10 -0.15 -0.23 0.000
H -1.070 -3.129 1.987 -0.03 -0.18 -0.14 0.000
H 2.408 -2.975 -0.042 -0.19 -0.14 0.21 0.000
C 0.931 -0.116 1.250 3.60 0.20 1.06 -0.015
O 2.083 -0.061 1.337 -3.59 -0.11 -0.60 0.002
O -0.545 0.038 5.491 -0.68 0.10 -2.94 -0.007
C -0.707 0.073 4.277 1.34 -0.08 2.72 0.003
O -1.831 0.067 3.598 -0.44 -0.40 -2.29 -0.098
H 0.206 0.107 3.603 -0.22 0.01 0.36 -0.005
```
Forces are in eV/Å.